ORCA calculation (ωB97M-V/def2-TZVPD) on C8H9AsBrN3O2RhS5 as an isolated structure.

Values from the calculation:
* energy: -7536.4721 a.u.
* HOMO-LUMO gap: 6.3 eV

The geometry in ORCA input format:
```
! wB97M-V def2-TZVPD RIJCOSX def2/J DEFGRID3
* xyz -1 1
Rh -0.46073 0.48978 1.24103
Br 0.61622 -0.90152 -7.25395
As -3.55749 0.44481 2.17015
S -2.10717 -1.06878 1.35373
S -2.04536 2.04552 1.62344
S -3.61355 0.29810 4.28928
S -5.34278 0.51720 1.11185
S 2.01707 1.15514 1.89150
O 0.76263 -0.94435 -0.37846
O -0.53936 0.79187 -0.73455
N -0.45775 0.29310 3.28808
N 0.74219 0.18484 4.00171
N 2.98093 0.51555 4.26788
C -0.37916 0.29407 -4.87114
C 1.18398 -1.52270 -4.53688
C 1.89696 0.58830 3.45599
C 0.25515 -0.36056 -2.64397
C 1.07662 -1.35124 -3.16579
C -0.47706 0.45509 -3.49745
C 0.16774 -0.18031 -1.16251
C 0.45740 -0.68954 -5.37134
H 0.66951 -0.05469 4.97802
H 3.87224 0.64401 3.82293
H 1.62481 -1.98284 -2.47961
H 1.81645 -2.29407 -4.95381
H 2.95594 -0.05318 5.09742
H -1.00240 1.09822 3.61951
H -0.94747 0.92040 -5.54444
H -1.12871 1.20584 -3.07141
H -1.03684 -0.53808 3.45279
*
```